P) C8H10N2S | ωB97M-V/def2-TZVPD

```
! wB97M-V def2-TZVPD RIJCOSX def2/J DEFGRID3
* xyz 0 1
C -1.9863 -1.8742 0.0905
C -1.0467 -0.9012 0.7397
C 0.2981 -1.3786 1.0246
C 1.4441 -0.7253 0.7606
N 1.5677 0.4961 0.1784
C 1.2504 0.8919 -0.9632
C 1.3902 2.3116 -1.3825
S 0.6312 -0.1727 -2.2694
C -1.4716 0.3465 1.0184
C -0.6976 1.3374 1.6357
N -0.1075 2.1845 2.1403
H -1.7015 -2.9021 0.3012
H -1.9537 -1.7314 -0.9921
H -3.0068 -1.7035 0.4195
H 0.3697 -2.3559 1.4828
H 2.3921 -1.1489 1.0724
H 0.9012 2.4747 -2.3404
H 2.4447 2.5583 -1.4802
H 0.9613 2.9604 -0.6228
H 0.8071 -1.3108 -1.5939
H -2.4860 0.6433 0.7804
*
```

Summary:
LUMO level, eV: 0.216
HOMO level, eV: -8.620
SMILES: CC(/C=C\N=C(\C)S)=C/C#N
HOMO-LUMO gap, eV: 8.84

***

Q) C8H10N2S | ωB97M-V/def2-TZVPD

```
! wB97M-V def2-TZVPD RIJCOSX def2/J DEFGRID3
* xyz 0 1
C 0.8022 -3.3715 -0.7084
C 0.7741 -2.7192 0.4850
C -0.5627 -1.7375 -0.9765
C -3.2006 1.9230 -0.1991
C -2.1366 1.1516 -0.3953
C 2.0173 2.3735 -0.0125
C 2.6572 1.7789 0.9331
C -0.5364 -0.9463 1.3493
N 0.0162 -2.6771 -1.6136
N -0.1354 -1.6987 0.3450
S -1.4686 0.4454 1.1215
H 1.2813 -4.3323 -0.9422
H 1.2979 -3.0561 1.3382
H -1.2064 -1.0598 -1.3050
H -3.7316 2.6372 -0.9426
H -3.5735 1.8978 0.8813
H -1.6541 1.0011 -1.3497
H 1.1840 1.9135 -0.5858
H 2.2523 3.4223 -0.1926
H 3.3904 2.3033 1.4318
H 2.5331 0.7509 1.3380
*
```

Summary:
LUMO level, eV: -0.342
HOMO level, eV: -9.126
HOMO-LUMO gap, eV: 8.78

***

Q: Which of them is the most stable? A: P).

***

P) C20H24N2O6 | ωB97M-V/def2-TZVPD

```
! wB97M-V def2-TZVPD RIJCOSX def2/J DEFGRID3
* xyz 0 1
N -1.9741 0.6873 1.8105
C -1.6078 1.6291 0.9367
O -1.8636 1.5556 -0.2645
C -0.8874 2.8197 1.4750
C -0.9690 4.0039 0.7478
C -0.2590 5.1268 1.1217
C 0.5685 5.0731 2.2310
C 0.6741 3.9024 2.9578
C -0.0513 2.7735 2.5960
O 0.0303 1.6376 3.3842
C 1.2610 0.9453 3.3497
C 1.3783 0.0455 2.1167
O 1.4614 0.8709 0.9788
C 1.5850 0.1555 -0.2289
C 1.5024 1.1763 -1.3708
O 2.2113 0.7986 -2.5312
C 1.5171 0.0613 -3.5020
C 1.4591 -1.4539 -3.2511
O 0.3370 -1.7170 -2.4374
C 0.0929 -2.9852 -1.9932
C 0.7767 -4.1103 -2.4370
C 0.4605 -5.3623 -1.9360
C -0.5227 -5.5094 -0.9746
C -1.1904 -4.3904 -0.5115
C -0.9087 -3.1298 -1.0178
C -1.6113 -1.9463 -0.4322
N -1.9833 -0.9838 -1.2833
O -1.8502 -1.8982 0.7706
H -1.6410 0.7551 2.7594
H -2.2243 -0.2426 1.4637
H -1.6025 4.0132 -0.1266
H -0.3424 6.0380 0.5491
H 1.1330 5.9430 2.5328
H 1.3148 3.8567 3.8269
H 1.2846 0.3310 4.2531
H 2.1013 1.6481 3.3560
H 2.2833 -0.5758 2.2101
H 0.5052 -0.6202 2.0461
H 0.7915 -0.5990 -0.3039
H 2.5606 -0.3554 -0.2657
H 1.9851 2.0916 -1.0152
H 0.4539 1.3990 -1.5978
H 2.0650 0.2342 -4.4328
H 0.4902 0.4346 -3.6131
H 1.3562 -1.9716 -4.2143
H 2.3832 -1.7819 -2.7604
H 1.5564 -4.0187 -3.1768
H 0.9973 -6.2254 -2.3008
H -0.7601 -6.4859 -0.5822
H -1.9451 -4.4713 0.2560
H -2.2010 -0.0487 -0.9146
H -1.6726 -1.0294 -2.2379
*
```

Summary:
LUMO level, eV: 0.748
HOMO level, eV: -8.977
SMILES: NC(=O)c1ccccc1OCCOCCOCCOc1ccccc1C(N)=O
HOMO-LUMO gap, eV: 9.72

***

Q) C20H24N2O6 | ωB97M-V/def2-TZVPD

```
! wB97M-V def2-TZVPD RIJCOSX def2/J DEFGRID3
* xyz 0 1
C 5.0458 -1.2812 -0.3521
C 3.7092 -1.2833 -0.7405
C 2.7044 -0.3637 -0.0423
O 1.7056 0.0317 -0.9865
C 0.6978 0.7220 -0.3531
O 0.8885 1.8539 -0.1040
C -0.6075 0.0225 -0.0073
C -1.7651 1.0202 -0.2225
C -0.8121 -1.1545 -1.0115
C -0.6199 -2.5455 -0.3705
H 5.8024 -0.7748 -0.9569
H 5.3973 -1.8231 0.5285
H 3.3460 -1.9478 -1.5275
H 2.1975 -0.8674 0.8039
H 3.2563 0.5126 0.2904
H -0.5679 -0.3676 1.0140
H -2.7213 0.5114 -0.0893
H -1.6875 1.9070 0.4060
H -1.7098 1.3191 -1.2751
H -1.8642 -1.1187 -1.3215
H -0.2269 -1.0174 -1.9226
H 0.3444 -2.6480 0.1333
H -0.7196 -3.2617 -1.1913
H -1.4367 -2.6796 0.3538
O 4.7194 6.3414 4.5866
N 3.7566 5.6522 4.3017
O 2.8466 5.3865 5.0657
C 3.6904 5.0989 2.9410
C 4.7258 5.3511 2.0575
C 4.6716 4.8095 0.7831
C 3.5866 4.0285 0.4042
C 2.5490 3.7903 1.2956
C 2.6000 4.3281 2.5738
H 5.5709 5.9580 2.3490
H 5.4775 4.9940 0.0848
H 3.5485 3.6014 -0.5909
H 1.7050 3.1803 0.9883
H 1.7935 4.1396 3.2679
O -3.0729 -4.5493 0.6307
N -3.6436 -3.5355 0.2857
O -3.5041 -2.4477 0.8238
C -4.5635 -3.6207 -0.8548
C -4.7705 -4.8448 -1.4670
C -5.6564 -4.9260 -2.5292
C -6.3202 -3.7887 -2.9697
C -6.0956 -2.5654 -2.3524
C -5.2131 -2.4775 -1.2880
H -4.2556 -5.7318 -1.1267
H -5.8320 -5.8776 -3.0127
H -7.0159 -3.8562 -3.7966
H -6.6119 -1.6803 -2.6992
H -5.0430 -1.5245 -0.8077
*
```

Summary:
LUMO level, eV: -0.821
HOMO level, eV: -7.799
SMILES: C=CCOC(=O)[C@@H](C)CC.O=[N+]([O-])c1ccccc1.O=[N+]([O-])c1ccccc1
HOMO-LUMO gap, eV: 6.98

***

Q: Which of them is the most stable? A: P).

***

P) C2H6ClN2 | ωB97M-V/def2-TZVPD

```
! wB97M-V def2-TZVPD RIJCOSX def2/J DEFGRID3
* xyz 1 1
C -1.4697 0.6628 -0.1861
C 1.8456 -0.6233 0.0356
N -1.2642 1.7345 0.4137
N 0.6613 -0.6702 -0.3407
Cl -0.6899 3.1782 -0.3943
H -1.4035 0.6079 -1.2105
H 2.1599 0.2178 0.6156
H 2.6324 -1.4798 -0.2028
H -1.4945 -0.2153 0.3713
H 0.1652 -1.5506 -0.5549
H -1.1862 1.9082 1.4962
*
```

Summary:
LUMO level, eV: -5.046
HOMO level, eV: -14.114
HOMO-LUMO gap, eV: 9.07

***

Q) C2H6ClN2 | ωB97M-V/def2-TZVPD

```
! wB97M-V def2-TZVPD RIJCOSX def2/J DEFGRID3
* xyz 1 1
C 0.0107 -0.8787 1.0276
N 0.7268 -0.6305 -0.1880
C 0.3331 0.7298 -0.9159
N -0.8777 1.1541 -0.6708
Cl 1.2850 1.1967 -2.1683
H -1.0955 -0.9515 0.7814
H 0.2774 -1.8459 1.4126
H 0.3822 -0.3787 1.9289
H 1.7158 -0.7041 0.0728
H -1.3172 0.6292 0.0144
H -1.4405 1.6796 -1.2946
*
```

Summary:
LUMO level, eV: -5.151
HOMO level, eV: -15.341
SMILES: CNC(=[NH2+])Cl
HOMO-LUMO gap, eV: 10.19

***

R) C2H6ClN2 | ωB97M-V/def2-TZVPD

```
! wB97M-V def2-TZVPD RIJCOSX def2/J DEFGRID3
* xyz 1 1
C -0.1941 0.5587 -1.4859
C -0.4155 -0.7527 0.6698
N 0.7130 -0.3381 1.4019
N -0.0641 1.7621 -1.6679
Cl 0.2494 -0.6702 -2.4744
H -0.3285 -1.6819 0.1261
H -1.3677 -0.7782 1.2006
H -0.7214 0.1260 -0.3413
H 0.6067 0.1448 2.2447
H 1.5644 -0.6458 1.0960
H -0.0421 2.2753 -0.7695
*
```

Summary:
LUMO level (alpha / beta), eV: -6.350 / -6.350
HOMO level (alpha / beta), eV: -15.195 / -15.195
HOMO-LUMO gap (alpha / beta), eV: 8.84 / 8.85

***

Q: Which of them is the most stable? A: Q).

***

P) C5H33NO13 | ωB97M-V/def2-TZVPD

```
! wB97M-V def2-TZVPD RIJCOSX def2/J DEFGRID3
* xyz 0 1
O 3.7760 -1.2853 -1.4209
C 3.4247 -0.2881 -0.8244
C 3.6168 0.0068 0.6083
C 2.0356 0.1033 1.0002
C 1.5382 1.4024 1.3701
C 0.3121 1.6018 1.6668
N -0.1480 2.7922 2.2480
H 2.8522 0.4303 -1.4526
H 4.0178 0.9960 0.9036
H 4.1153 -0.8003 1.1314
H 1.8782 -0.6924 1.6933
H 1.5693 -0.3838 0.1477
H 2.3291 2.2025 1.3717
H -0.4783 0.7537 1.8096
H -0.9222 3.2295 1.8022
H 0.6452 3.4520 2.1264
H -1.1168 1.8377 -2.1530
H -1.2761 0.6304 -3.0485
O -0.7919 1.4549 -2.9812
H -2.8495 -0.0395 -1.7313
H -3.7446 0.2574 -2.9265
O -3.0602 0.6672 -2.4412
H -2.7450 3.6671 -1.2736
H -2.7773 2.0538 -1.0936
O -2.3236 2.7996 -0.9134
H 0.7734 -2.5926 2.3156
H 0.2756 -1.4941 3.0356
O 0.6303 -2.3594 3.2474
H 2.3829 -4.0606 -1.9922
H 2.9548 -2.8406 -1.1865
O 2.2678 -3.5697 -1.1782
H -3.2954 -2.1415 1.8320
H -3.5245 -0.5866 1.8868
O -3.5586 -1.3126 1.4062
H 1.6927 -1.4474 -3.0256
H 0.8514 -0.2991 -2.4366
O 1.1270 -1.2003 -2.2622
H -0.7946 -0.6140 4.8591
H -0.4077 0.7861 4.3270
O -0.5737 -0.0728 4.1651
H 2.0556 1.4752 -4.2470
H 0.9853 1.5077 -3.3350
O 1.8723 1.1797 -3.4206
H 0.5247 -1.7322 -0.2108
H 0.5768 -3.2143 -0.3210
O 0.0240 -2.4454 -0.0054
H -4.0507 1.7421 1.4344
H -2.7234 1.9823 0.9487
O -3.5236 1.2614 0.9364
H -1.5332 -1.9217 -1.3108
H -2.4982 -1.3943 -0.0362
O -2.3882 -1.4842 -1.0457
*
```

Summary:
LUMO level, eV: 0.207
HOMO level, eV: -8.838
HOMO-LUMO gap, eV: 9.05

***

Q) C5H33NO13 | ωB97M-V/def2-TZVPD

```
! wB97M-V def2-TZVPD RIJCOSX def2/J DEFGRID3
* xyz 0 1
N 1.1572 -2.7931 -1.8306
C 1.6776 -1.5158 -1.3356
C 1.8946 -1.6733 0.1657
O 3.0032 -0.8316 0.5296
C 0.6736 -0.4111 -1.6662
C 0.7397 0.0403 -3.1209
C 1.9575 0.8502 -3.4721
O 2.6613 1.3940 -2.6590
H 0.9006 -2.7523 -2.8073
H 1.8351 -3.5298 -1.7299
H 2.6413 -1.2464 -1.7802
H 1.0189 -1.3930 0.7410
H 2.1128 -2.7190 0.4036
H 3.1912 -0.9285 1.4505
H 0.8627 0.4206 -0.9985
H -0.3158 -0.7819 -1.4374
H -0.1414 0.6592 -3.3342
H 0.6515 -0.7928 -3.8208
H 2.1824 0.9610 -4.5439
O 2.4362 1.8853 0.4765
H 2.5889 0.9143 0.3834
H 2.9913 2.3016 -0.2153
O -3.4251 1.9549 1.3179
H -3.7435 1.0561 1.4760
H -3.1208 1.9446 0.3791
O -3.2365 -0.7930 -1.2105
H -2.4665 -1.3994 -1.1458
H -3.5857 -0.8546 -0.2897
O -2.5267 1.7260 -1.2831
H -3.1890 2.1405 -1.8490
H -2.6885 0.7416 -1.3056
O -3.4969 -1.2707 1.5297
H -3.5259 -2.2193 1.4030
H -2.5446 -1.0787 1.7206
O 0.0357 3.1068 -0.1531
H -0.5316 2.7219 -0.8256
H 0.8902 2.6304 -0.1735
O -0.8658 1.8530 2.0231
H -0.5744 2.3646 1.2315
H -1.8264 2.0007 2.0410
O 1.5629 1.8579 3.2526
H 2.0273 2.0778 2.4431
H 0.6236 2.0181 3.0102
O -1.3148 -2.5614 -0.3284
H -0.5403 -2.6847 -0.8972
H -1.0127 -1.9996 0.4247
O 1.0572 -0.7669 3.8067
H 1.7946 -1.1594 4.2818
H 1.2825 0.1735 3.5980
O -0.7690 -0.8261 1.7660
H -0.7770 0.1717 1.7776
H -0.2327 -0.9842 2.5803
*
```

Summary:
LUMO level, eV: 0.355
HOMO level, eV: -10.343
SMILES: N[C@H](CO)CCC=O.O.O.O.O.O.O.O.O.O.O.O
HOMO-LUMO gap, eV: 10.70

***

R) C5H33NO13 | ωB97M-V/def2-TZVPD

```
! wB97M-V def2-TZVPD RIJCOSX def2/J DEFGRID3
* xyz 0 1
C -1.2452 -0.5545 -3.4917
C -0.1496 -0.5906 -2.4038
C 1.2115 -0.7330 -2.4231
N 1.7062 -0.7730 -1.1083
C 0.5491 -0.4515 -0.2791
C -0.5470 -0.4817 -1.0951
H -2.0733 0.0879 -3.3137
H -0.7394 -0.2540 -4.4566
H -1.8796 -1.5002 -3.6603
H 1.7163 -1.1616 -3.2648
H 2.4669 -0.2137 -0.9924
H 0.6236 -0.5144 0.7734
H -1.4819 -0.3915 -0.8730
H -3.5077 1.5718 -0.3714
H -1.9478 1.7660 -0.8496
O -2.5125 1.4343 -0.2147
H 0.4773 -2.3870 1.8891
H 1.5967 -2.4258 0.9866
O 1.3673 -2.0423 1.8970
H 0.8487 3.8319 -1.3963
H 1.7048 4.4460 -0.4567
O 1.6525 4.4305 -1.4140
H -2.0237 -0.3312 3.8486
H -1.8195 -0.7484 2.3542
O -1.5529 -0.1783 2.9677
H -0.7926 3.9610 -0.0977
H -0.0100 2.7270 0.2946
O -0.3731 3.1855 -0.5250
H 0.5405 -4.1015 -0.2494
H -0.0378 -2.8284 -1.1606
O 0.0411 -3.2767 -0.2681
H 0.0800 -0.0084 3.4205
H 1.4845 -0.5989 3.1219
O 1.0000 0.1189 3.5657
H -3.4819 0.0276 1.0656
H -3.2906 -1.1907 0.4039
O -3.9518 -0.8392 1.1598
H -1.1381 -2.7705 0.5403
H -2.2293 -2.9898 1.7762
O -1.7323 -2.2748 1.1470
H 3.9569 1.1295 -1.5382
H 4.4882 1.7552 -0.2785
O 3.8180 1.0977 -0.5438
H 2.9619 -3.5713 -1.5343
H 1.6924 -3.7830 -2.3956
O 2.0288 -3.7497 -1.4572
H -1.2925 3.8817 2.9459
H -0.7608 3.1180 1.7139
O -1.1367 3.9666 2.0290
H 1.0017 1.3997 2.1142
H 1.5677 1.7057 0.6868
O 1.1252 2.0732 1.4111
*
```

Summary:
LUMO level, eV: -0.147
HOMO level, eV: -8.525
HOMO-LUMO gap, eV: 8.38

***

Q: Which of them is the most stable? A: Q).

***

P) C7H8N2O | ωB97M-V/def2-TZVPD

```
! wB97M-V def2-TZVPD RIJCOSX def2/J DEFGRID3
* xyz 0 1
C 2.2705 1.5456 -0.0097
C 1.1763 1.8024 -0.8300
C 2.2469 0.4217 0.7288
C 0.0692 0.9727 -0.9313
C 1.1307 -0.3836 0.8274
C 0.0281 -0.0276 0.0331
C -1.1171 -0.8661 0.1162
N -2.4090 -0.5612 -1.2590
N -1.4810 -1.7585 0.9885
O -2.5267 -2.4659 0.9087
H 3.0674 2.1812 0.1223
H 1.1304 2.5769 -1.7039
H 3.0149 0.3191 1.3846
H -0.8827 1.2744 -1.5019
H 1.0633 -1.2071 1.4740
H -3.1773 -0.3534 -0.5478
H -2.6592 -1.4416 -1.6736
H -0.9446 -2.0291 1.8738
*
```

Summary:
LUMO level (alpha / beta), eV: 0.053 / 0.053
HOMO level (alpha / beta), eV: -8.196 / -8.197
HOMO-LUMO gap (alpha / beta), eV: 8.25 / 8.25

***

Q) C7H8N2O | ωB97M-V/def2-TZVPD

```
! wB97M-V def2-TZVPD RIJCOSX def2/J DEFGRID3
* xyz 0 1
C 2.6709 0.8518 0.1340
C 1.2316 0.4955 -0.0811
C 0.2977 1.3691 -0.2606
C -1.0258 0.7578 -0.1068
N -2.2155 1.1363 -0.2563
C -2.9630 0.0298 -0.0308
C -2.2085 -1.0456 0.2771
N -0.9181 -0.5777 0.1857
C 0.4269 -1.0941 0.3199
O 0.7261 -2.0748 -0.6399
H 3.0404 0.1100 0.9420
H 2.6341 1.8547 0.6049
H 3.3264 0.9934 -0.7666
H 0.4228 2.4246 -0.6280
H -4.0922 0.2404 -0.0160
H -2.3841 -2.0609 0.5217
H 0.8854 -1.4520 1.2377
H 0.1451 -1.9582 -1.4367
*
```

Summary:
LUMO level, eV: 0.657
HOMO level, eV: -8.360
SMILES: CC1=Cc2nccn2[C@H]1O
HOMO-LUMO gap, eV: 9.02

***

Q: Which of them is the most stable? A: Q).

***

P) C7H8N2O | ωB97M-V/def2-TZVPD

```
! wB97M-V def2-TZVPD RIJCOSX def2/J DEFGRID3
* xyz 0 1
H -1.8317 -0.4959 -1.0374
N -2.4077 0.2191 -1.4796
C -1.8801 1.3739 -1.3685
O -2.6290 2.4142 -1.7316
C -0.7857 1.8211 -0.3882
N 0.0982 2.8378 -0.9400
C -0.0221 0.6708 0.1052
C 0.5870 -0.3086 0.4863
C 1.2414 -1.4261 0.9644
C 1.8210 -2.4059 1.3906
C 2.5092 -3.5854 1.8955
H -3.5712 2.1173 -1.4906
H -1.3111 2.2721 0.4706
H 0.5403 2.5100 -1.7953
H -0.4284 3.6766 -1.1667
H 3.1501 -4.0193 1.1154
H 3.1381 -3.3256 2.7585
H 1.7817 -4.3462 2.2114
*
```

Summary:
LUMO level, eV: 0.509
HOMO level, eV: -9.177
SMILES: [H]/N=C(/O)[C@H](N)C#CC#CC
HOMO-LUMO gap, eV: 9.69

***

Q) C7H8N2O | ωB97M-V/def2-TZVPD

```
! wB97M-V def2-TZVPD RIJCOSX def2/J DEFGRID3
* xyz 0 1
C 3.0094 0.6613 0.1776
C 2.9683 -0.7220 -0.0602
C 1.6643 -1.0850 -0.1593
N 0.8930 0.0328 -0.0256
C -0.4829 0.1204 0.0836
N -1.1909 1.1903 -0.0781
C -2.5842 0.7514 -0.1579
C -2.5591 -0.7754 0.1919
O -1.1407 -1.0919 0.1339
C 1.7021 1.1226 0.1558
H 4.0155 1.1403 0.0559
H 3.7281 -1.4144 -0.0766
H 1.2876 -2.0249 -0.5275
H -3.0190 1.0859 -1.1448
H -3.3561 1.3837 0.3327
H -2.9820 -1.0687 1.1749
H -3.1884 -1.3797 -0.4043
H 1.2351 2.0733 0.3279
*
```

Summary:
LUMO level, eV: 0.911
HOMO level, eV: -8.529
SMILES: c1ccn(C2=NCCO2)c1
HOMO-LUMO gap, eV: 9.44

***

Q: Which of them is the most stable? A: Q).

***

P) CHI2NO | ωB97M-V/def2-TZVPD

```
! wB97M-V def2-TZVPD RIJCOSX def2/J DEFGRID3
* xyz 0 1
C 1.0405 0.1343 -0.4324
N -0.9678 0.0371 1.0996
O 0.9976 -0.5333 -1.4755
I -0.4627 1.6397 0.1215
I -2.4217 -1.1397 0.3302
H 1.8141 -0.1381 0.3566
*
```

Summary:
LUMO level, eV: -1.337
HOMO level, eV: -8.122
HOMO-LUMO gap, eV: 6.78

***

Q) CHI2NO | ωB97M-V/def2-TZVPD

```
! wB97M-V def2-TZVPD RIJCOSX def2/J DEFGRID3
* xyz 0 1
C -1.5785 -0.1689 -0.2666
N 1.9996 -0.0361 0.8441
O -2.2994 -1.0369 -0.6306
I 0.6034 -1.0719 -0.0822
I 2.9371 1.4611 -0.1427
H -1.6621 0.8527 0.2780
*
```

Summary:
LUMO level (alpha / beta), eV: -0.935 / -0.934
HOMO level (alpha / beta), eV: -7.912 / -7.914
HOMO-LUMO gap (alpha / beta), eV: 6.98 / 6.98

***

Q: Which of them is the most stable? A: Q).